1:
Formula: C18H26N2O3
Source: the Open Molecules 2025 dataset
Level of theory: wB97M-V/def2-TZVPD

Properties
- Lowest unoccupied orbital energy: 0.29 eV
- Kohn-Sham gap: 8.27 eV
- 2S+1: 1
- HOMO level: -0.293 Ha

The geometry in XYZ format:
```
49
C18H26N2O3 wB97M-V/def2-TZVPD
O 0.9153 5.0660 1.2546
C 1.3172 3.8527 1.2433
N 2.5764 3.5155 1.8642
C 3.0112 2.3807 2.3108
C 3.7128 2.8293 3.4676
H 4.4307 2.0625 3.9774
C 4.2561 4.2159 3.4847
H 4.7366 4.6683 4.1722
C 3.4220 4.8165 2.4728
H 3.7025 5.4207 1.7026
H 2.8091 5.3178 3.2475
H 5.4774 3.9813 2.7717
H 2.9647 2.9310 4.3089
H 2.2487 1.6311 2.5510
H 3.8180 2.0122 1.5360
C 0.5682 2.8705 0.8892
C 1.0503 1.9204 -0.0944
C 0.3968 0.8745 -0.5298
C -0.8295 0.5733 -0.3456
C -1.5009 1.6643 0.6548
C -0.6677 2.7647 0.9807
H -1.1640 3.4935 1.8706
H -2.4851 1.5268 0.8310
O -1.7662 -0.2460 -0.5600
C -0.9975 -1.3762 -1.7037
C -2.4832 -1.9990 -2.2937
C -2.1696 -3.0323 -3.1783
N -1.2015 -4.2613 -2.3202
C -0.2224 -3.4789 -1.5702
C -0.6140 -2.3913 -0.7277
H 0.4694 -2.0460 -0.2948
H -1.1319 -2.6672 -0.0643
H 0.5123 -3.2477 -2.4400
H 0.2762 -4.2371 -1.1748
C -2.1877 -4.9101 -1.5147
H -2.8821 -4.5780 -0.9424
C -2.6416 -6.1562 -2.4644
O -3.5548 -7.0996 -1.2725
H -4.1173 -6.6161 -1.0246
H -1.8211 -6.7000 -2.5938
H -3.5582 -5.8085 -3.0459
H -1.5619 -5.3512 -0.4207
H -1.3766 -2.6942 -3.8562
H -3.0023 -3.4761 -3.5726
H -3.0544 -2.1609 -1.4884
H -3.0562 -1.2631 -2.9962
H -0.7122 -0.9050 -2.3808
H 0.7681 0.0875 -1.3168
H 2.3647 1.8699 -0.3773
```

Now the Mulliken charges, all in e: -0.695, -0.571, 0.239, -0.227, -0.698, 0.316, -1.105, 0.696, -0.513, 0.508, 0.171, 0.149, 0.280, 0.227, 0.235, 1.166, -0.354, -0.313, 1.116, -0.938, -0.351, 0.119, 0.532, -0.565, -1.901, -0.565, -0.951, -0.198, -1.646, -0.481, 0.189, 1.115, 0.339, 0.961, -0.834, 0.678, -0.401, -0.505, 0.161, 0.436, 0.207, 0.309, 0.354, 0.512, 0.557, 0.288, 1.732, 0.126, 0.096

=====

2:
Formula: C18H26N2O3
Source: the Open Molecules 2025 dataset
Level of theory: wB97M-V/def2-TZVPD

Properties
- SMILES string: Cc1cccc(OCC(=O)N2CCC(N3CCOCC3)CC2)c1
- Lowest unoccupied orbital energy: 0.75 eV
- Kohn-Sham gap: 9.25 eV
- 2S+1: 1
- HOMO level: -0.312 Ha

The geometry in XYZ format:
```
49
C18H26N2O3 wB97M-V/def2-TZVPD
C 4.5441 -3.3510 2.4391
C 4.3457 -1.8658 2.4124
C 5.4234 -1.0103 2.2335
C 5.2322 0.3610 2.2279
C 3.9700 0.8909 2.3995
C 2.8813 0.0402 2.5817
O 1.6699 0.6613 2.7415
C 0.5206 -0.1309 2.9358
C 0.1276 -1.0381 1.7614
O -0.1572 -2.2049 1.9711
N 0.1184 -0.4995 0.5288
C 0.2641 0.8979 0.1904
C -1.0544 1.4376 -0.3690
C -1.4706 0.6225 -1.5983
N -2.6410 1.2057 -2.2341
C -2.8154 0.8367 -3.6273
C -3.8784 1.7508 -4.2406
O -5.1051 1.6430 -3.5591
C -4.9393 1.9527 -2.1958
C -3.9051 1.0354 -1.5395
C -1.5877 -0.8549 -1.1887
C -0.2600 -1.3271 -0.6002
C 3.0735 -1.3338 2.5866
H 5.3253 -3.6498 1.7437
H 3.6233 -3.8697 2.1842
H 4.8459 -3.6672 3.4381
H 6.4140 -1.4185 2.0967
H 6.0739 1.0227 2.0869
H 3.8015 1.9562 2.3979
H -0.2908 0.5791 3.1278
H 0.6296 -0.7771 3.8159
H 0.5711 1.4729 1.0607
H 1.0498 0.9853 -0.5702
H -0.9396 2.4852 -0.6462
H -1.8203 1.3685 0.4047
H -0.6621 0.7068 -2.3366
H -1.8716 0.9745 -4.1584
H -3.1403 -0.2119 -3.7422
H -4.0772 1.4729 -5.2770
H -3.5201 2.7906 -4.2004
H -5.9189 1.8267 -1.7318
H -4.6116 2.9977 -2.0876
H -3.7926 1.3155 -0.4925
H -4.2721 -0.0032 -1.5991
H -1.8403 -1.4722 -2.0519
H -2.3697 -0.9723 -0.4368
H -0.3384 -2.3555 -0.2439
H 0.5301 -1.2662 -1.3573
H 2.2445 -2.0104 2.7184
```

Now the Mulliken charges, all in e: -1.538, 0.423, -0.636, -0.499, -0.736, 0.834, -0.463, -0.863, 0.989, -0.692, 0.151, -0.765, -0.818, -0.375, 0.237, -0.477, -0.678, -0.388, -0.813, -0.405, -0.444, -1.238, -0.274, 0.386, 0.352, 0.317, 0.405, 0.384, 0.443, 0.406, 0.362, 0.612, 0.198, 0.339, 0.261, 0.207, 0.394, 0.281, 0.371, 0.350, 0.367, 0.374, 0.354, 0.312, 0.385, 0.272, 0.529, 0.366, 0.440

=====

Which of them is most stable? Easy: 2.

=====

1:
Formula: C4H11N2O
Source: the Open Molecules 2025 dataset
Level of theory: wB97M-V/def2-TZVPD

Properties
- Lowest unoccupied orbital energy (alpha / beta): 0.90 / -1.98 eV
- Kohn-Sham gap (alpha / beta): 9.51 / 6.64 eV
- 2S+1: 2
- HOMO level (alpha / beta): -0.317 / -0.317 Ha

The geometry in XYZ format:
```
18
C4H11N2O wB97M-V/def2-TZVPD
N 2.1338 0.5621 1.1596
C 2.2642 -0.1888 -0.0064
C 0.8211 -0.8033 -0.6486
N -0.2352 -0.5976 0.2956
C -1.3470 0.6273 0.2763
C -2.7686 0.1580 -0.4063
O -3.5247 1.1145 -0.9925
H 2.3513 1.5974 1.0062
H 1.0143 0.5337 1.3233
H 2.8010 0.3155 -0.7767
H 3.0198 -1.1307 0.1172
H 1.1238 -1.8867 -0.9277
H 0.6699 -0.1513 -1.5637
H -0.4811 -1.5236 0.7813
H -0.7391 1.3771 -0.1485
H -1.4223 1.0179 1.2599
H -2.4427 -0.6715 -1.1685
H -3.2384 -0.3500 0.4196
```

Now the Mulliken charges, all in e: -0.622, -0.476, -0.429, -0.384, -0.710, -0.194, -0.351, 0.288, 0.338, 0.279, 0.162, 0.369, 0.243, 0.165, 0.464, 0.381, 0.211, 0.266

=====

2:
Formula: C4H11N2O
Source: the Open Molecules 2025 dataset
Level of theory: wB97M-V/def2-TZVPD

Properties
- Lowest unoccupied orbital energy (alpha / beta): 0.84 / -1.58 eV
- Kohn-Sham gap (alpha / beta): 9.95 / 7.53 eV
- 2S+1: 2
- HOMO level (alpha / beta): -0.335 / -0.335 Ha

The geometry in XYZ format:
```
18
C4H11N2O wB97M-V/def2-TZVPD
C 1.0074 0.2914 0.2460
C 0.8692 1.5068 -0.5889
C 0.4301 1.0511 -2.0443
O 0.5101 2.1550 -2.7820
N -0.3517 0.0997 1.0059
C -0.5224 -1.3206 1.1127
N -1.8543 -1.7821 1.8764
H 1.8640 0.3530 1.0236
H 1.3164 -0.6471 -0.4074
H 1.8891 2.0213 -0.6366
H 0.1351 2.2908 -0.0560
H -0.6195 0.7109 -1.7050
H 0.9029 0.1292 -2.2788
H -1.0630 0.6510 0.5956
H 0.4266 -1.6552 1.6124
H -0.3240 -1.8557 0.1851
H -2.6067 -1.2702 1.3741
H -2.0093 -2.7294 1.4673
```

Now the Mulliken charges, all in e: -0.248, -0.732, -0.170, -0.382, -0.408, -0.454, -0.638, 0.261, 0.205, 0.334, 0.298, 0.161, 0.341, 0.292, 0.285, 0.323, 0.248, 0.282

=====

3:
Formula: C4H11N2O
Source: the Open Molecules 2025 dataset
Level of theory: wB97M-V/def2-TZVPD

Properties
- Lowest unoccupied orbital energy (alpha / beta): 1.00 / -0.32 eV
- Kohn-Sham gap (alpha / beta): 8.86 / 9.16 eV
- 2S+1: 2
- HOMO level (alpha / beta): -0.289 / -0.349 Ha

The geometry in XYZ format:
```
18
C4H11N2O wB97M-V/def2-TZVPD
N -2.8482 -2.0923 0.6013
C 0.9658 -0.1253 -0.0810
C 0.7879 -1.4467 0.4268
C -0.1300 0.6629 -0.5075
N 0.7397 1.5205 -1.1863
C 1.5962 2.4320 -0.3507
O -1.3421 0.7079 -0.4394
H -3.3261 -2.4221 1.3539
H -3.0698 -1.1135 0.4735
H -3.2607 -2.6483 -0.1549
H 2.0347 0.0448 -0.0768
H 0.6462 -1.5210 1.4995
H 1.6240 -2.0677 0.3676
H -0.1545 -1.8741 0.1060
H 0.2393 1.9785 -1.8964
H 1.4349 2.1348 0.7912
H 2.6937 2.3089 -0.6277
H 1.3690 3.5207 -0.2992
```

Now the Mulliken charges, all in e: -0.626, 0.103, -1.352, 0.388, -0.158, -0.791, -0.610, 0.216, 0.213, 0.200, 0.272, 0.295, 0.402, 0.324, 0.277, 0.277, 0.269, 0.300

=====

Which of them is most stable? Easy: 3.

=====

1:
Formula: C5H14O
Source: the Open Molecules 2025 dataset
Level of theory: wB97M-V/def2-TZVPD

Properties
- SMILES string: CC(C)O.CC
- Lowest unoccupied orbital energy: 0.86 eV
- Kohn-Sham gap: 11.06 eV
- 2S+1: 1
- HOMO level: -0.375 Ha

The geometry in XYZ format:
```
20
C5H14O wB97M-V/def2-TZVPD
C 0.6007 -1.0635 -1.5967
C -0.4465 0.0444 -1.3882
C -0.3119 1.1794 -2.4291
O -1.7557 -0.4999 -1.5581
H 1.2672 -0.7556 -2.4011
H 0.0842 -1.9539 -1.9489
H 1.1991 -1.2237 -0.7180
H -0.3574 0.5555 -0.4264
H -0.5788 2.1534 -2.0162
H 0.7328 1.3185 -2.7298
H -0.8599 0.9250 -3.3341
H -2.2881 -0.4636 -0.7588
C -0.3340 -0.2231 2.9525
C 1.0407 0.1405 2.3705
H -0.6233 0.5072 3.6928
H -1.1481 -0.2261 2.2287
H -0.3098 -1.1590 3.4962
H 1.2059 1.2157 2.4510
H 1.0447 -0.0279 1.2987
H 1.8381 -0.4435 2.8152
```

Now the Mulliken charges, all in e: -1.145, 0.910, -1.437, -0.596, 0.311, 0.324, 0.245, 0.052, 0.325, 0.357, 0.339, 0.297, -0.794, -0.435, 0.285, 0.223, 0.277, 0.259, -0.142, 0.345

=====

2:
Formula: C5H14O
Source: the Open Molecules 2025 dataset
Level of theory: wB97M-V/def2-TZVPD

Properties
- SMILES string: CC(C)O.CC
- Lowest unoccupied orbital energy: 0.91 eV
- Kohn-Sham gap: 11.21 eV
- 2S+1: 1
- HOMO level: -0.379 Ha

The geometry in XYZ format:
```
20
C5H14O wB97M-V/def2-TZVPD
C -0.6193 0.9381 -1.6559
C -0.1037 -0.4192 -2.0339
C -0.7973 -1.5818 -1.3022
O -0.3728 -0.6013 -3.4013
H -0.4195 1.3266 -0.5748
H -1.7503 0.9077 -1.7701
H -0.4445 1.5343 -2.6742
H 1.0332 -0.4061 -1.9098
H -1.7792 -1.7961 -1.7423
H -1.1084 -1.5292 -0.0843
H -0.4426 -2.5951 -1.3768
H -1.0615 -1.2908 -3.6841
C 1.4650 1.2285 2.7629
C 0.4009 0.1245 2.8380
H 1.7809 1.5475 1.7131
H 2.4368 0.8729 3.3173
H 1.2020 2.1766 3.2446
H 0.5723 -0.3351 3.7439
H 0.6214 -0.5891 2.0176
H -0.6134 0.4871 2.5724
```

Now the Mulliken charges, all in e: -1.051, 0.723, -1.354, -0.585, 0.229, 0.257, 0.289, 0.183, 0.380, 0.166, 0.442, 0.314, -0.823, -0.701, 0.236, 0.254, 0.276, 0.373, 0.131, 0.261

=====

Which of them is most stable? Easy: 1.